A structure of composition C12H24Br12GaNO2P. Source: the OMol25 dataset; level of theory: wB97M-V/def2-TZVPD.

The maximum force comes out at 0.069 hartree/bohr. The value obtained for the energy is -920592.343 eV.

Geometry as ORCA input:
```
! RIJCOSX wB97M-V def2-TZVPD def2/J DEFGRID3
* xyz -1 1
C -3.168 0.854 -0.592
C -2.291 1.773 -1.451
P -0.811 1.027 -2.277
C -1.236 -0.582 -3.091
C -1.682 -1.743 -2.171
Ga 1.026 0.849 -0.799
N 1.143 2.539 0.142
C 0.697 -0.743 0.466
C 1.937 -1.099 1.222
O 1.809 -2.320 2.009
C 1.468 -2.147 3.259
C 0.548 -3.208 3.787
O 1.847 -1.287 3.961
H -4.013 1.418 -0.212
H -2.631 0.502 0.274
H -3.552 0.047 -1.195
H -1.895 2.534 -0.790
H -2.897 2.285 -2.179
H -1.932 -0.466 -3.905
H -0.315 -0.898 -3.560
H -1.772 -1.467 -1.137
H -2.608 -2.143 -2.560
H -0.980 -2.561 -2.213
H 2.419 0.632 -1.586
H 0.281 3.049 -0.001
H 1.915 3.094 -0.192
H -0.172 -0.625 1.106
H 0.493 -1.586 -0.187
H 2.306 -0.263 1.792
H 2.693 -1.308 0.482
H 0.887 -4.162 3.407
H 0.612 -3.197 4.855
H -0.461 -3.066 3.435
C 0.876 5.692 -0.317
Br 0.695 5.413 1.580
Br -0.382 4.638 -1.312
Br 0.760 7.566 -0.776
H 1.865 5.359 -0.594
C 1.805 -4.606 -3.495
Br 1.750 -3.002 -2.441
Br 0.044 -5.347 -3.759
Br 2.715 -4.332 -5.174
H 2.376 -5.336 -2.942
C 3.082 -3.506 7.538
Br 1.949 -1.962 7.679
Br 4.242 -3.685 9.069
Br 2.065 -5.113 7.228
H 3.714 -3.358 6.675
C -3.362 5.255 -3.847
Br -2.557 3.532 -4.139
Br -4.899 5.561 -4.979
Br -3.781 5.504 -1.985
H -2.622 5.996 -4.108
*
```